Density functional theory data (the ωB97M-V functional and the def2-TZVPD basis) for an isolated ion of composition C5H12N3 and charge +1 at a distorted geometry.

The calculation puts the HOMO-LUMO gap at 9.053 eV. The HOMO energy is -13.4 eV. Its charge is +1. As for the spin multiplicity: 1. The SMILES is N/C=[N+](\CN)C1CC1.

Atoms and positions in Å:
1 N -2.190 -1.334 0.078
2 C -0.928 -1.443 0.109
3 N 0.002 0.110 -0.091
4 C -0.751 1.217 0.342
5 N -2.012 1.219 -0.422
6 C 1.237 -0.098 0.407
7 C 2.269 -1.033 -0.222
8 C 2.423 0.470 -0.321
9 H -3.048 -2.046 0.002
10 H -2.566 -0.395 0.104
11 H -0.444 -2.307 0.251
12 H -0.108 2.143 0.078
13 H -0.872 1.351 1.378
14 H -1.967 1.143 -1.488
15 H -2.407 2.154 -0.369
16 H 1.390 0.019 1.555
17 H 1.793 -1.598 -0.974
18 H 2.939 -1.583 0.355
19 H 3.029 0.902 0.410
20 H 2.210 1.110 -1.184